[1]
Computed, not measured: a cluster of 2 separate species, C4H3O5 in total in a non-equilibrium geometry, with ωB97M-V/def2-TZVPD.

Positions of all 12 atoms, in Å:
O -2.001 -0.057 0.112
C -4.219 0.332 -0.086
O -4.782 1.321 -0.027
C -1.311 -1.058 0.074
C 0.178 -1.036 0.018
O 0.693 0.287 0.012
C 2.015 0.408 -0.033
O 2.801 -0.505 -0.066
O 2.318 1.695 -0.006
H 0.485 -1.586 -0.885
H 0.546 -1.603 0.888
H 3.278 1.802 0.000

Output
* <S²>: 0.7528
* E_HOMO (alpha / beta): -9.17 / -11.42 eV
* maximum force: 0.0855 hartree/bohr
* electronic energy: -14431.6409 eV
* 2S+1: 2
* LUMO level (alpha / beta): 0.0181 / -0.0326 Ha
* relative energy (zero: lowest compared OMol25 entry of this formula, charge and spin): 115.0 kJ/mol

[2]
Computed, not measured: a structure of composition C4H3OYb in a non-equilibrium geometry, with ωB97M-V/def2-TZVPD.

Positions of all 9 atoms, in Å:
C 1.349 -1.172 -1.413
C 0.847 -0.453 -0.405
C 0.009 0.436 -0.042
C -0.785 1.319 0.597
O -1.684 1.036 1.490
Yb -2.308 -0.560 2.968
H 2.263 -0.858 -1.923
H 0.918 -2.139 -1.681
H -0.610 2.391 0.408

Output
* <S²>: 2.0468
* E_HOMO (alpha / beta): -9.61 / -12.71 eV
* maximum force: 0.0786 hartree/bohr
* total charge: +1
* electronic energy: -37761.8317 eV
* 2S+1: 3
* LUMO level (alpha / beta): -0.1669 / -0.2308 Ha
* relative energy (zero: lowest compared OMol25 entry of this formula, charge and spin): 29.5 kJ/mol

[3]
Computed, not measured: a structure of composition C4H3PS in a non-equilibrium geometry, with ωB97M-V/def2-TZVPD.

Positions of all 9 atoms, in Å:
C -2.887 -0.251 0.887
C -1.730 -0.309 0.294
C 1.137 -0.235 0.392
C 0.463 0.439 -0.766
P -0.032 -1.334 -0.517
S -1.068 1.265 -0.332
H 2.180 -0.487 0.233
H 0.912 0.074 1.404
H 1.025 0.839 -1.596

Output
* <S²>: 2.0215
* E_HOMO (alpha / beta): -7.28 / -9.58 eV
* maximum force: 0.0819 hartree/bohr
* electronic energy: -24313.5110 eV
* 2S+1: 3
* LUMO level (alpha / beta): -0.0010 / -0.0938 Ha
* relative energy (zero: lowest compared OMol25 entry of this formula, charge and spin): 92.3 kJ/mol

[4]
Computed, not measured: a cluster of 2 separate species, C4H4 in total in a non-equilibrium geometry, with ωB97M-V/def2-TZVPD.

Positions of all 8 atoms, in Å:
C 1.089 0.600 0.623
C -0.198 1.017 0.498
C -0.989 -0.176 0.267
C 0.492 -0.546 0.092
H 2.077 0.914 0.734
H -1.477 -0.625 1.032
H -1.753 -0.335 -0.505
H 0.758 -0.849 -2.741

Output
* E_HOMO (alpha / beta): -7.46 / -9.73 eV
* maximum force: 0.0681 hartree/bohr
* electronic energy: -4203.7392 eV
* 2S+1: 1
* LUMO level (alpha / beta): 0.0026 / 0.0084 Ha
* relative energy (zero: lowest compared OMol25 entry of this formula, charge and spin): 619.4 kJ/mol

[5]
Computed, not measured: an isolated molecule of C4H4 in a non-equilibrium geometry, with ωB97M-V/def2-TZVPD.

Positions of all 8 atoms, in Å:
C -0.274 -0.789 0.465
C -0.655 -1.890 0.989
C 0.689 0.078 -0.505
C -0.474 0.726 0.220
H 1.761 0.095 -0.125
H 0.667 -0.350 -1.589
H -1.430 0.738 -0.409
H -0.284 1.392 0.954

Output
* E_HOMO: -9.92 eV
* maximum force: 0.1187 hartree/bohr
* electronic energy: -4207.1842 eV
* 2S+1: 1
* LUMO level: -0.0061 Ha
* relative energy (zero: lowest compared OMol25 entry of this formula, charge and spin): 287.0 kJ/mol

[6]
Computed, not measured: an isolated molecule of C4H4 in a non-equilibrium geometry, with ωB97M-V/def2-TZVPD.

Positions of all 8 atoms, in Å:
C 0.056 -0.199 0.801
C -1.171 -0.373 -0.087
C 1.217 -0.368 -0.109
C -0.027 0.119 -0.804
H -0.051 0.085 1.801
H -2.148 -0.378 -0.171
H 2.218 0.129 -0.080
H -0.095 0.984 -1.352

Output
* <S²>: 2.0084
* E_HOMO (alpha / beta): -5.17 / -10.67 eV
* maximum force: 0.1432 hartree/bohr
* electronic energy: -4204.7515 eV
* 2S+1: 3
* LUMO level (alpha / beta): 0.0472 / -0.0108 Ha
* relative energy (zero: lowest compared OMol25 entry of this formula, charge and spin): 166.2 kJ/mol